(1)
ORCA calculation (ωB97M-V with the def2-TZVPD basis set) on an isolated ion of composition C4H9N4 and charge +1 at a distorted geometry.

The geometry in XYZ format:
```
17
Properties=species:S:1:pos:R:3:forces:R:3:lowdin_charge:R:1
C -2.85290 0.91526 -0.42513 -2.7 0.6 0.7 -0.196
C -2.96146 -1.26547 0.04468 1.2 2.2 0.2 0.190
C 1.02852 -0.26797 1.33097 -2.9 0.0 0.4 -0.031
C 0.35648 -0.39054 -0.05940 0.3 -1.0 3.1 -0.385
N -3.55337 -0.22451 -0.05378 0.5 -1.6 -0.8 0.104
N -1.60594 0.86629 -0.30543 3.1 0.1 -0.1 -0.018
N -1.05416 -0.25296 0.08929 -3.0 -1.1 -0.8 -0.025
N 0.89363 0.80389 -0.69918 2.9 -0.2 -1.9 0.185
H -3.47614 1.75075 -0.64429 0.3 0.7 -0.2 0.116
H -2.85416 -2.23991 0.38434 0.0 -1.4 0.5 0.086
H 0.71397 0.68283 1.80285 -0.3 -0.6 0.0 0.106
H 2.04365 -0.12848 1.20153 2.5 -0.7 0.1 0.047
H 0.69839 -1.14056 1.91929 0.7 0.6 0.1 0.108
H 0.59488 -1.43931 -0.35968 0.1 1.3 -1.1 0.173
H 0.66932 0.85407 -1.71965 1.0 -0.1 0.6 0.194
H 0.28153 1.49914 -0.34398 -0.8 1.6 0.8 0.108
H 1.93863 0.99721 -0.34966 -2.8 -0.4 -1.7 0.237
```
Forces are in eV/Å.

## Properties
energy above the lowest of the compared OMol25 structures with the same formula, charge and spin: 429.5 kJ/mol
calculated total energy: -10243.546 eV
total charge: +1
Kohn-Sham gap (spin up / spin down): 0.3340 / 0.3340 Eh
maximum force: 3.53 eV/A



(2)
ORCA calculation (ωB97M-V with the def2-TZVPD basis set) on a 2-piece molecular cluster, C10H16O overall at a distorted geometry.

The geometry in XYZ format:
```
27
Properties=species:S:1:pos:R:3:forces:R:3:lowdin_charge:R:1
C 1.33941 -0.81850 -3.99572 -1.9 -2.7 -0.9 -0.160
C 0.29443 -1.33994 -2.96584 -0.5 1.2 -0.7 -0.168
H 1.36474 -1.60934 -4.76176 0.4 -0.2 0.1 0.051
H 0.87022 -0.05887 -4.63669 1.1 0.8 0.8 0.068
H 2.32790 -0.87187 -3.56135 0.2 1.3 -0.2 0.058
H 0.75399 -1.86043 -2.14940 0.1 -0.4 0.4 0.046
H -0.24234 -0.47428 -2.57659 0.1 0.0 0.5 0.044
H -0.50781 -1.94321 -3.41695 0.5 -0.1 0.0 0.065
C 0.37437 2.26335 -0.36131 -1.8 0.3 -0.7 -0.230
C 1.10436 3.24778 0.52364 1.3 -0.3 1.3 -0.109
C -0.07016 0.96268 0.29097 2.3 0.1 0.5 -0.260
C -1.35418 0.72983 0.68788 -2.2 1.8 0.1 -0.065
C 0.96678 0.08032 0.71317 -2.4 -0.4 0.4 -0.021
C -1.85580 -0.33975 1.44360 3.3 -0.2 0.3 -0.005
C 0.53524 -1.08358 1.34308 -0.3 0.6 -0.4 -0.009
C -0.83419 -1.27419 1.65216 0.3 -0.5 -0.5 -0.330
O -1.11436 -2.49607 2.16501 1.0 -0.6 0.8 0.045
H -0.47196 2.89794 -0.64803 -0.5 -0.7 -0.3 0.101
H 0.80583 1.99079 -1.32808 0.7 0.3 0.3 0.107
H 0.44831 3.91190 1.09509 -0.4 -0.2 -0.3 0.073
H -1.99521 1.58747 0.44120 -0.2 -0.5 0.2 0.116
H 2.00562 0.32673 0.61360 0.3 -0.1 -0.3 0.111
H -2.59662 -0.36525 2.23141 -1.0 0.2 -0.9 0.119
H 1.23876 -1.86465 1.58308 0.0 -0.2 0.2 0.111
H -2.02427 -2.73828 2.07975 -0.9 0.1 -0.1 0.093
H 1.77933 3.90744 -0.02886 0.1 -0.3 0.1 0.073
H 1.64018 2.71782 1.33858 0.3 0.3 -0.6 0.076
```
Forces are in eV/Å.

## Properties
energy above the lowest of the compared OMol25 structures with the same formula, charge and spin: 223.0 kJ/mol
calculated total energy: -12675.413 eV
Kohn-Sham gap: 0.3359 Eh
maximum force: 3.41 eV/A



(3)
ORCA calculation (ωB97M-V with the def2-TZVPD basis set) on a 2-piece molecular cluster, C3H10N2O2 overall at a distorted geometry.

The geometry in XYZ format:
```
17
Properties=species:S:1:pos:R:3:forces:R:3:lowdin_charge:R:1
C 0.42770 0.10370 0.48839 2.3 -0.2 0.8 -0.282
C 0.84613 0.23774 -0.96088 -1.0 -1.0 0.7 -0.232
C 0.49972 1.28289 1.39317 -0.8 0.0 0.0 -0.022
N -0.25445 -0.33352 -1.69234 -0.3 0.0 -1.5 -0.163
N 0.42756 -1.10342 1.01549 -0.7 0.5 -0.7 0.213
O -1.95898 0.65805 -0.16663 0.2 0.4 -0.2 -0.196
O -0.31591 -1.80197 -1.42040 0.3 0.6 0.2 -0.171
H -2.78937 0.18070 -0.07187 0.2 0.0 -0.2 0.006
H -0.22634 -2.18704 -2.29963 0.0 0.2 0.1 0.073
H -1.37428 0.29762 -1.05233 -0.3 -0.6 0.8 0.011
H 0.35333 -1.87263 0.34164 0.0 0.1 0.1 0.108
H 0.07099 -1.24456 1.95042 0.0 0.1 0.0 0.133
H 0.90511 1.29148 -1.23602 0.0 -0.1 0.0 0.124
H 1.81022 -0.26972 -1.11359 0.1 0.1 0.0 0.120
H -0.13142 2.06686 0.97959 0.0 0.1 0.1 0.090
H 0.17506 1.05804 2.40982 -0.1 0.0 -0.1 0.086
H 1.53493 1.63578 1.43514 0.0 -0.1 -0.2 0.102
```
Forces are in eV/Å.

## Properties
energy above the lowest of the compared OMol25 structures with the same formula, charge and spin: 468.6 kJ/mol
calculated total energy: -10344.631 eV
Kohn-Sham gap: 0.2735 Eh
maximum force: 2.42 eV/A



(4)
ORCA calculation (ωB97M-V with the def2-TZVPD basis set) on C4H7NO in the gas phase at a distorted geometry.

The geometry in XYZ format:
```
13
Properties=species:S:1:pos:R:3:forces:R:3:lowdin_charge:R:1
O 1.83639 0.37593 0.47442 0.3 2.0 -0.5 -0.089
C 0.89429 0.20902 -0.60184 0.2 0.3 0.1 -0.302
C 0.29933 -1.17594 -0.27179 0.1 0.2 0.0 -0.064
C -1.06699 -0.47512 0.01532 0.0 -0.2 0.0 -0.217
N -0.78553 0.51729 1.06128 0.0 0.2 0.3 0.035
C -0.49561 0.84627 -0.34469 0.2 0.3 -0.2 -0.199
H 1.28766 0.61932 1.24849 0.2 -0.1 -0.3 0.086
H 1.39954 0.40822 -1.55094 -0.2 0.0 0.2 0.144
H 1.07688 -1.15595 0.54816 -1.9 -2.7 0.1 0.120
H 0.26319 -2.00689 -0.99209 0.3 0.5 0.3 0.110
H -2.10043 -0.80980 -0.13710 0.7 -0.1 0.0 0.137
H -1.63623 0.99309 1.34791 0.0 -0.1 -0.1 0.101
H -0.93868 1.73415 -0.79510 0.1 -0.3 0.1 0.136
```
Forces are in eV/Å.

## Properties
energy above the lowest of the compared OMol25 structures with the same formula, charge and spin: 375.9 kJ/mol
calculated total energy: -7795.748 eV
Kohn-Sham gap: 0.3836 Eh
maximum force: 3.27 eV/A